Entry 1:
ORCA calculation (ωB97M-V with the def2-TZVPD basis set) on 3 unconnected molecules or ions with the total composition C6H16N2O in a non-equilibrium geometry.

```
25
Properties=species:S:1:pos:R:3:forces:R:3:nbo_charge:R:1
C -1.62562 -2.53578 -0.90283 -1.567 -2.338 3.019 -0.6162
C 1.88506 0.99630 -1.50047 -4.518 3.726 -4.872 -0.3314
C 3.45321 0.82129 0.44994 -1.243 0.226 -0.748 -0.6755
C -1.87448 -1.81562 0.48998 -0.175 -0.688 -0.688 -0.4753
C 2.74011 0.31544 -0.71193 4.644 -5.752 2.125 -0.1719
C -1.36928 -0.38676 0.56149 0.690 2.190 0.996 0.4642
N -0.80009 0.11368 -0.60283 -0.550 1.745 1.890 -0.8131
N -1.40101 0.42733 1.59426 0.514 -0.725 -2.241 -0.7974
O -1.70699 3.37251 1.22338 0.462 -1.395 0.891 -0.9795
H -2.32841 -3.47377 -0.96316 1.678 1.474 0.272 0.2196
H -2.07193 -1.88696 -1.55478 -0.621 1.529 -2.364 0.2049
H -0.59183 -2.79059 -1.10902 -0.018 0.042 -0.081 0.2151
H -0.48935 1.10965 -0.70666 -0.656 -1.770 0.563 0.4167
H 1.69226 0.58712 -2.51305 0.260 0.996 0.473 0.1754
H 1.29637 1.85533 -1.14753 0.032 -0.653 -0.186 0.1626
H 4.49461 0.87200 0.42095 1.963 -0.737 0.167 0.2197
H 3.17115 1.80249 0.69834 -0.742 1.458 0.265 0.2090
H 2.98082 0.17550 1.14910 0.547 -0.606 1.751 0.2472
H -1.44882 -2.38521 1.31896 -0.029 0.095 -0.037 0.2279
H -2.97487 -1.78953 0.64350 0.640 0.044 0.003 0.2302
H 2.99980 -0.75944 -1.03303 -0.724 1.525 0.910 0.1642
H -0.62077 -0.48299 -1.34483 0.324 -0.941 -1.369 0.3851
H -1.83815 0.12232 2.43938 -0.352 -0.843 0.210 0.3487
H -1.02750 2.62985 1.40955 -2.133 1.302 -0.218 0.4990
H -2.54430 3.10582 1.69128 1.574 0.095 -0.731 0.4708
```
Positions in Å, forces in eV/Å.

Properties
- Kohn-Sham gap (alpha / beta): 0.22675 / 0.27425 hartree
- Net charge: 0
- Lowest unoccupied orbital energy (alpha / beta): 0.80 / -1.61 eV
- Expectation value of S²: 2.005
- Strongest force on any atom: 0.14958 hartree/bohr
- Spin multiplicity: 3


Entry 2:
ORCA calculation (ωB97M-V with the def2-TZVPD basis set) on a molecular structure, C6H16N2Se4Sn.

```
29
Properties=species:S:1:pos:R:3:forces:R:3:nbo_charge:R:1
Sn 0.90332 0.90333 0.00001 0.267 0.267 0.000 1.4134
Se 3.88751 1.45547 0.67212 -0.051 0.222 -0.034 -0.2042
Se 4.87960 3.40777 0.49311 -0.295 0.263 -0.220 0.3833
Se 3.40779 4.87958 -0.49314 0.263 -0.295 0.220 0.3833
Se 1.45549 3.88750 -0.67215 0.222 -0.051 0.034 -0.2042
C -2.01238 1.57231 -1.00798 -0.057 -0.034 0.029 -0.4347
N -1.40046 0.65484 -0.01591 -0.245 -0.029 0.017 -0.6069
C -1.86563 1.01029 1.34783 -0.071 -0.027 -0.036 -0.4482
C -1.71310 -0.76121 -0.34805 -0.079 0.028 0.038 -0.2558
C -0.76119 -1.71308 0.34812 0.028 -0.079 -0.039 -0.2558
N 0.65484 -1.40045 0.01591 -0.029 -0.245 -0.017 -0.6069
C 1.01026 -1.86560 -1.34784 -0.028 -0.071 0.037 -0.4482
C 1.57235 -2.01241 1.00796 -0.034 -0.057 -0.030 -0.4347
H -3.09456 1.43166 -1.03788 -0.012 0.001 0.007 0.2379
H -1.60898 1.37580 -2.00143 0.016 -0.006 -0.005 0.2239
H -1.80956 2.60613 -0.72993 0.021 0.001 0.004 0.2274
H -2.95442 0.94474 1.40235 -0.006 -0.007 0.007 0.2423
H -1.57083 2.03184 1.58816 0.013 0.018 -0.026 0.2322
H -1.44248 0.33712 2.09245 0.022 -0.008 0.004 0.2201
H -1.65602 -0.87159 -1.43064 0.029 0.009 -0.022 0.2282
H -2.74418 -0.99305 -0.06595 0.004 0.013 0.020 0.2477
H -0.99304 -2.74418 0.06606 0.013 0.004 -0.020 0.2477
H -0.87154 -1.65597 1.43070 0.009 0.029 0.023 0.2282
H 0.94469 -2.95439 -1.40238 -0.007 -0.006 -0.007 0.2423
H 2.03179 -1.57081 -1.58819 0.018 0.013 0.025 0.2322
H 0.33706 -1.44243 -2.09242 -0.008 0.022 -0.005 0.2201
H 1.43169 -3.09459 1.03784 0.001 -0.012 -0.007 0.2379
H 1.37585 -1.60903 2.00142 -0.006 0.016 0.006 0.2239
H 2.60614 -1.80957 0.72986 0.001 0.021 -0.003 0.2274
```
Positions in Å, forces in eV/Å.

Properties
- Kohn-Sham gap (alpha / beta): 0.20413 / 0.20417 hartree
- Relative energy (zero: lowest compared OMol25 entry of this formula, charge and spin): 5.8 kcal per mole
- Net charge: +2
- Lowest unoccupied orbital energy (alpha / beta): -9.35 / -9.35 eV
- Strongest force on any atom: 0.00880 hartree/bohr